The following is a quantum chemistry calculation of C4H5N3 in the gas phase, from the Open Molecules 2025 dataset.

```
12
Properties=species:S:1:pos:R:3:lowdin_charge:R:1
C -2.20930 0.34703 0.01254 -0.0342
C -1.45384 -0.74344 -0.00380 -0.1170
C 0.00792 -0.38068 0.24433 -0.3557
N 0.47716 0.96354 0.06009 0.0944
C 1.75367 0.77610 -0.11202 -0.2195
N 2.08505 -0.51878 0.03383 0.0016
N 0.93078 -1.23554 0.02181 0.0823
H -1.80149 1.31045 0.30165 0.0387
H -3.41037 0.34098 -0.34527 0.1225
H -1.82643 -1.74989 -0.17461 0.0935
H 2.39696 1.69185 0.07856 0.1421
H 3.04989 -0.80163 -0.11710 0.1513
```

Results
- ΔE to the lowest compared entry with this formula, charge and spin (eV) = 2.658
- HOMO-LUMO gap (eV) = 10.148
- LUMO (eV) = 0.923
- HOMO energy (eV) = -9.2
- E_tot (Ha) = -319.61452